No. 1
Density functional theory data (ωB97M-V/def2-TZVPD) for a structure of composition C16H12N3OPtS2 at a distorted geometry.

CARTESIAN COORDINATES (ANGSTROEM)
Pt: 0.68 -0.71 -0.34
S: -1.43 -0.38 0.65
C: -1.49 -2.09 0.76
S: 0.12 -2.70 0.86
C: -2.60 -2.85 0.70
C: -3.88 -2.25 0.47
N: -4.89 -1.75 0.25
C: -2.50 -4.28 0.76
N: -2.37 -5.42 0.78
C: 3.85 -0.72 0.29
C: 3.16 0.35 1.10
N: 3.90 1.13 1.86
O: 1.93 0.51 1.04
H: 4.92 -0.75 0.45
H: 3.66 -0.52 -0.77
H: 3.43 -1.69 0.55
H: 4.90 1.02 1.93
H: 3.46 1.87 2.39
C: -3.62 -2.27 -3.71
C: -3.34 -1.09 -2.99
C: -2.09 -0.88 -2.47
C: -1.07 -1.86 -2.60
C: 0.21 -1.75 -1.99
C: 1.18 -2.69 -2.24
C: 0.92 -3.81 -3.05
C: -0.32 -3.97 -3.59
C: -1.35 -3.02 -3.38
C: -2.65 -3.19 -3.91
H: -4.62 -2.43 -4.11
H: -4.11 -0.34 -2.86
H: -1.87 0.04 -1.97
H: 2.17 -2.59 -1.81
H: 1.69 -4.54 -3.22
H: -0.53 -4.83 -4.22
H: -2.85 -4.09 -4.48

As for the lowest unoccupied orbital energy (alpha / beta): -6.5 / -6.5 eV. The calculation puts the gap between HOMO and LUMO (alpha / beta) at 4.8 / 4.8 eV. The net charge is +1.

---

No. 2
Density functional theory data (ωB97M-V/def2-TZVPD) for the ion C16H12N5O10 with charge -1 at a distorted geometry.

CARTESIAN COORDINATES (ANGSTROEM)
C: 3.97 -3.54 -0.19
C: 2.85 -3.06 -1.05
O: 2.25 -1.97 -0.31
C: 1.24 -1.43 -1.00
C: 0.65 -0.17 -0.34
C: -0.15 0.68 -1.33
C: -0.64 0.18 -2.55
C: -1.44 0.94 -3.38
C: -1.74 2.26 -3.02
N: -2.66 3.02 -3.78
O: -2.96 4.18 -3.39
O: -3.16 2.51 -4.82
C: -1.18 2.82 -1.85
C: -0.38 2.04 -1.03
O: 0.92 -1.95 -2.07
H: 4.46 -4.40 -0.66
H: 4.71 -2.75 -0.05
H: 3.60 -3.85 0.79
H: 3.20 -2.68 -2.01
H: 2.08 -3.83 -1.22
H: 1.52 0.44 -0.03
H: -0.41 -0.84 -2.85
H: -1.87 0.52 -4.29
H: -1.42 3.86 -1.60
H: 0.06 2.47 -0.12
O: -1.01 2.41 5.21
N: -1.68 2.06 4.22
O: -2.86 2.44 4.05
C: -1.12 1.21 3.17
C: -1.94 0.91 2.06
C: -1.50 0.06 1.06
N: -2.47 -0.43 0.10
O: -3.54 0.20 -0.04
O: -2.19 -1.46 -0.55
C: -0.08 -0.52 0.94
C: 0.68 -0.17 2.20
N: 1.77 -0.86 2.70
O: 2.54 -1.72 2.31
O: 1.93 -0.37 4.06
N: 0.95 0.51 4.39
C: 0.18 0.60 3.26
H: -2.94 1.33 2.02
H: -0.23 -1.63 0.99

As for the lowest unoccupied orbital energy: 1.4 eV. The calculation puts the gap between HOMO and LUMO at 6.2 eV. The net charge is -1.